C43H37AsCl5F6N3O3P2PtS | the ωB97M-V functional and the def2-TZVPD basis

Positions of all 102 atoms, in Å:
Pt (-0.036, -0.401, -0.136)
C (-0.328, 3.467, -0.271)
N (-0.099, 2.373, -1.230)
P (-1.321, 1.191, -1.443)
C (-1.209, 0.680, -3.191)
C (-1.006, 1.580, -4.234)
C (-1.055, 1.138, -5.547)
C (-1.320, -0.197, -5.825)
C (-1.528, -1.096, -4.789)
C (-1.472, -0.659, -3.473)
C (-2.871, 2.135, -1.441)
C (-2.903, 3.358, -2.116)
C (-4.097, 4.050, -2.220)
C (-5.258, 3.534, -1.657)
C (-5.226, 2.319, -0.992)
C (-4.032, 1.615, -0.888)
P (1.393, 1.343, -1.287)
C (1.938, 1.920, -2.920)
C (1.918, 3.290, -3.175)
C (2.297, 3.766, -4.420)
C (2.682, 2.877, -5.416)
C (2.694, 1.513, -5.164)
C (2.325, 1.033, -3.916)
C (2.465, 2.153, -0.053)
C (3.667, 2.756, -0.412)
C (4.502, 3.282, 0.564)
C (4.153, 3.199, 1.903)
C (2.958, 2.592, 2.267)
C (2.119, 2.069, 1.294)
H (-0.852, 4.297, -0.747)
H (0.625, 3.837, 0.099)
H (-0.930, 3.148, 0.589)
H (-0.794, 2.621, -4.023)
H (-0.886, 1.840, -6.355)
H (-1.370, -0.533, -6.853)
H (-1.736, -2.136, -5.007)
H (-1.633, -1.356, -2.658)
H (-2.001, 3.765, -2.556)
H (-4.120, 4.997, -2.748)
H (-6.188, 4.082, -1.743)
H (-6.123, 1.910, -0.546)
H (-4.016, 0.665, -0.383)
H (1.600, 3.980, -2.402)
H (2.285, 4.832, -4.615)
H (2.968, 3.251, -6.392)
H (2.988, 0.820, -5.943)
H (2.323, -0.031, -3.718)
H (3.953, 2.810, -1.455)
H (5.431, 3.759, 0.273)
H (4.810, 3.614, 2.658)
H (2.685, 2.532, 3.316)
H (1.183, 1.600, 1.566)
Cl (3.977, -3.621, -0.356)
C (4.063, -1.868, -0.424)
Cl (4.299, -1.163, 1.206)
C (2.776, -1.209, -0.964)
O (2.980, -0.079, -1.474)
O (1.689, -1.796, -0.824)
H (4.922, -1.577, -1.011)
Cl (-3.257, 4.557, 6.223)
C (-2.200, 3.201, 6.115)
C (-1.125, 3.235, 5.244)
C (-0.281, 2.140, 5.181)
C (-0.487, 1.004, 5.956)
C (0.482, -0.155, 5.849)
C (-0.153, -1.415, 5.211)
N (0.278, -1.617, 3.834)
C (0.821, -2.757, 3.282)
C (1.016, -2.486, 1.963)
N (0.626, -1.190, 1.720)
C (0.184, -0.700, 2.860)
O (1.041, -0.502, 7.130)
C (2.337, -0.017, 7.357)
C (3.342, -0.730, 6.494)
C (3.503, -2.142, 6.468)
Cl (2.655, -3.235, 7.391)
S (4.718, -2.689, 5.365)
C (5.026, -1.057, 4.947)
C (4.219, -0.134, 5.613)
C (-1.593, 0.992, 6.813)
Cl (-1.989, -0.403, 7.754)
C (-2.441, 2.083, 6.897)
H (-0.950, 4.107, 4.628)
H (0.563, 2.172, 4.499)
H (1.299, 0.162, 5.192)
H (-1.238, -1.347, 5.227)
H (0.149, -2.285, 5.790)
H (0.970, -3.661, 3.851)
H (1.401, -3.114, 1.178)
H (-0.254, 0.273, 3.007)
H (2.554, -0.211, 8.410)
H (2.400, 1.061, 7.183)
H (5.799, -0.847, 4.218)
H (4.273, 0.937, 5.464)
H (-3.294, 2.055, 7.562)
F (-2.015, 0.487, 1.496)
As (-3.270, -0.700, 2.116)
F (-3.770, -0.932, 0.479)
F (-2.148, -2.001, 1.876)
F (-4.427, -1.773, 2.753)
F (-2.571, -0.413, 3.688)
F (-4.314, 0.644, 2.290)

LUMO level (spin up / spin down) = -4.656 / -7.649 eV
Frontier orbital gap (spin up / spin down) = 4.87 / 2.61 eV
Total charge = +1
Total energy = -228215.349 eV
Strongest force on any atom = 1.489 eV/A
<S²> = 3.78
2S+1 = 4

Results of the Löwdin charge analysis, in e, for atoms 1 through 99: number 1, Pt, carries 0.9380; number 2, C, carries -0.1470; number 3, N, carries -0.4708; number 4, P, carries 0.8749; number 5, C, carries -0.3606; number 6, C, carries -0.0939; number 7, C, carries -0.0693; number 8, C, carries -0.0724; number 9, C, carries -0.0710; number 10, C, carries -0.1005; number 11, C, carries -0.3159; number 12, C, carries -0.1050; number 13, C, carries -0.0696; number 14, C, carries -0.0690; number 15, C, carries -0.0529; number 16, C, carries -0.0712; number 17, P, carries 0.9661; number 18, C, carries -0.3371; number 19, C, carries -0.1016; number 20, C, carries -0.0692; number 21, C, carries -0.0723; number 22, C, carries -0.0655; number 23, C, carries -0.0744; number 24, C, carries -0.3224; number 25, C, carries -0.0578; number 26, C, carries -0.0624; number 27, C, carries -0.0839; number 28, C, carries -0.0898; number 29, C, carries -0.1160; number 30, H, carries 0.0696; number 31, H, carries 0.0661; number 32, H, carries 0.0813; number 33, H, carries 0.0967; number 34, H, carries 0.1095; number 35, H, carries 0.1068; number 36, H, carries 0.1079; number 37, H, carries 0.0903; number 38, H, carries 0.0922; number 39, H, carries 0.1077; number 40, H, carries 0.1079; number 41, H, carries 0.1140; number 42, H, carries 0.0588; number 43, H, carries 0.1092; number 44, H, carries 0.1079; number 45, H, carries 0.1076; number 46, H, carries 0.1100; number 47, H, carries 0.1120; number 48, H, carries 0.1125; number 49, H, carries 0.1109; number 50, H, carries 0.1036; number 51, H, carries 0.0842; number 52, H, carries 0.0728; number 53, Cl, carries 0.6451; number 54, C, carries -0.9645; number 55, Cl, carries 0.5994; number 56, C, carries -0.7438; number 57, O, carries -0.1324; number 58, O, carries -0.1303; number 59, H, carries 0.0680; number 60, Cl, carries 0.7180; number 61, C, carries -0.6559; number 62, C, carries -0.0824; number 63, C, carries -0.0303; number 64, C, carries -0.1920; number 65, C, carries -0.2584; number 66, C, carries -0.0512; number 67, N, carries -0.0436; number 68, C, carries -0.0314; number 69, C, carries -0.1210; number 70, N, carries -0.0969; number 71, C, carries -0.1868; number 72, O, carries -0.1288; number 73, C, carries -0.1427; number 74, C, carries -0.2358; number 75, C, carries -0.8815; number 76, Cl, carries 0.8976; number 77, S, carries 1.1155; number 78, C, carries -0.2706; number 79, C, carries -0.0478; number 80, C, carries -0.5706; number 81, Cl, carries 0.7795; number 82, C, carries -0.1077; number 83, H, carries 0.1133; number 84, H, carries 0.0992; number 85, H, carries 0.1348; number 86, H, carries 0.1046; number 87, H, carries 0.1225; number 88, H, carries 0.1246; number 89, H, carries 0.0911; number 90, H, carries 0.1179; number 91, H, carries 0.1520; number 92, H, carries 0.1472; number 93, H, carries 0.0983; number 94, H, carries 0.1417; number 95, H, carries 0.1138; number 96, F, carries -0.3644; number 97, As, carries 0.7439; number 98, F, carries -0.2517; number 99, F, carries -0.2407